The following is a DFT calculation (wB97M-V/def2-TZVPD) of 2 unconnected molecules or ions with the total composition C4H9ClN at a distorted geometry.

Properties
**Total energy**: -18293.375 eV
**HOMO-LUMO gap (spin up / spin down)**: 9.9 / 6.9 eV
**Maximum force**: 0.0647 Eh/bohr
**Energy above the lowest of the compared OMol25 structures with the same formula, charge and spin**: 123.7 kcal per mole
**Spin multiplicity**: 1
**HOMO (spin up / spin down)**: -13.455 / -11.875 eV
**Net charge**: +1

Positions of all 15 atoms, in Å:
C: -0.519631 -0.693887 -0.579722
C: -1.133318 0.561555 -0.075714
C: 1.032934 0.396194 0.984489
C: 4.694140 0.843469 -0.394705
N: 0.343274 0.341433 -0.240928
Cl: 3.348342 0.161471 0.187618
H: -0.642988 -1.639889 -0.089910
H: -0.585359 -0.847402 -1.616781
H: -1.772499 1.251138 -0.583161
H: -1.286878 0.487477 1.001066
H: 1.133682 -0.607698 1.545473
H: 0.449699 1.169093 1.482417
H: 4.733454 0.764328 -1.510599
H: 5.449084 1.275718 0.290233
H: 0.775813 0.916212 -0.974384

Forces on the atoms, in the same order (eV/Å):
-2.6222 -1.3115 -1.5701
0.0437 -1.6357 1.4583
-0.3740 -0.8982 2.7872
1.6118 0.6562 -1.7789
0.5710 2.2205 -0.9361
-0.8619 -1.0844 1.1592
0.7014 0.0133 0.9363
-0.0846 -0.1008 -1.3456
0.3872 0.3712 -0.8277
-0.4664 0.2668 -0.3536
-0.0432 1.7262 -1.1285
1.4492 0.1459 1.0760
0.5105 0.5818 1.3255
-0.7065 -0.3239 -0.7283
-0.1158 -0.6274 -0.0739

***

The following is a DFT calculation (wB97M-V/def2-TZVPD) of a single C6H12O molecule.

Properties
**Total energy**: -8463.331 eV
**HOMO-LUMO gap**: 10.9 eV
**SMILES**: CC1(C)OC1(C)C
**Maximum force**: 0.0129 Eh/bohr
**Energy above the lowest of the compared OMol25 structures with the same formula, charge and spin**: 23.6 kcal per mole
**Spin multiplicity**: 1
**HOMO**: -9.945 eV
**Net charge**: 0

Positions of all 19 atoms, in Å:
C: 0.240246 -0.799273 1.856899
C: -0.454138 -0.355570 0.575467
C: -1.278026 -1.500638 -0.008909
O: -0.959858 0.972829 0.524022
C: 0.125990 0.645133 -0.357692
C: 1.397338 1.431329 -0.066962
C: -0.218334 0.680304 -1.848438
H: -0.474148 -0.855588 2.687227
H: 1.043685 -0.120919 2.137360
H: 0.668530 -1.804912 1.740382
H: -0.530318 -2.054455 -0.562223
H: -2.082571 -1.179614 -0.679807
H: -1.725856 -2.184137 0.728880
H: 2.252617 1.098197 -0.668472
H: 1.221032 2.483986 -0.320411
H: 1.684389 1.399891 0.985057
H: -0.459986 1.712144 -2.132041
H: -1.076717 0.060055 -2.110892
H: 0.626124 0.371240 -2.479448

Forces on the atoms, in the same order (eV/Å):
0.0868 0.1783 -0.0918
0.1762 -0.6371 0.0338
-0.2125 0.2845 0.0236
-0.2483 -0.0793 0.0579
0.3030 0.3484 -0.2914
-0.0073 -0.0073 0.0925
-0.0705 -0.0348 0.1149
0.0240 0.1003 -0.2145
-0.0665 -0.0309 0.1008
-0.1036 0.2602 -0.1082
-0.1260 -0.5298 -0.3809
0.3136 0.0403 0.1234
0.2577 0.4404 0.0195
-0.2566 -0.0961 0.0838
-0.0269 -0.1534 0.0159
-0.0787 -0.0182 -0.1202
0.0354 -0.1279 0.1166
0.0993 0.0746 0.1178
-0.0989 -0.0123 0.3065

***

The following is a DFT calculation (wB97M-V/def2-TZVPD) of 2 unconnected molecules or ions with the total composition C10H17N3 at a distorted geometry.

Properties
**Total energy**: -15111.061 eV
**HOMO-LUMO gap (spin up / spin down)**: 6.5 / 6.5 eV
**Maximum force**: 0.0828 Eh/bohr
**Energy above the lowest of the compared OMol25 structures with the same formula, charge and spin**: 92.0 kcal per mole
**Spin multiplicity**: 1
**HOMO (spin up / spin down)**: -6.508 / -6.510 eV
**Net charge**: 0

Positions of all 30 atoms, in Å:
C: -0.699219 -1.155805 1.094344
C: 1.412192 0.407858 0.629847
C: 0.705335 1.539502 0.894398
C: -0.103288 1.805305 -0.354002
C: 0.777651 2.382219 2.113318
C: -1.639199 1.975893 -0.069371
C: 1.155762 -2.924594 0.689805
C: -0.846509 -2.523978 -0.885495
C: -0.179295 0.286218 -2.425093
C: -0.038529 -2.077806 0.298224
N: -1.176368 -0.256692 1.680048
N: 1.089193 -0.192089 -0.543154
N: 0.288490 0.641038 -1.144171
H: 2.064339 -0.068983 1.379086
H: 0.107741 2.752996 -0.904383
H: 1.502015 3.241508 1.868546
H: 1.308121 1.752415 2.897317
H: -0.200602 2.770888 2.509687
H: -1.873057 3.001989 0.447778
H: -1.897579 1.216204 0.615151
H: -2.207433 1.889196 -0.972088
H: 1.614678 -3.089516 -0.318246
H: 1.840095 -2.312006 1.343994
H: 0.746639 -3.956790 0.888399
H: -0.489931 -1.867982 -1.698888
H: -1.924036 -2.317393 -0.713868
H: -0.563049 -3.482181 -0.977539
H: -0.141797 1.192809 -3.164084
H: 0.515760 -0.478819 -2.872516
H: -1.148119 -0.151404 -2.307044

Forces on the atoms, in the same order (eV/Å):
0.0847 0.0165 1.0280
0.5536 0.5248 1.8041
-0.2367 -0.4563 -0.9944
-1.2451 0.9208 0.3119
1.4942 0.4537 0.5833
0.8509 1.9772 0.7356
-0.8688 0.5352 -1.6510
-0.4347 4.1861 0.6515
0.9335 1.0668 -2.4892
-0.1894 1.5381 0.6413
0.2999 -1.0212 0.0475
1.0271 -0.9486 0.4119
-0.3401 0.6783 0.1635
-0.3556 0.0688 -0.7476
0.7150 -0.5722 0.1836
-1.2235 -0.8371 0.5829
-0.8359 0.9303 -0.6757
1.0084 -0.4657 -0.5573
0.6290 -1.7432 -1.1556
-0.6334 -0.6191 0.5468
-0.3784 0.1351 -0.6229
0.3814 0.2641 0.8290
-0.6841 -1.5796 -0.2814
0.9369 0.9342 0.9750
-0.3196 -1.0977 -0.0616
0.6212 -0.5765 -0.3043
0.2250 -3.6741 -1.2109
-0.4462 -1.4472 1.3869
-0.6760 0.7347 0.5857
-0.8935 0.0739 -0.7166

***

The following is a DFT calculation (wB97M-V/def2-TZVPD) of a gas-phase ion, C4H5N2 (charge +1) at a distorted geometry.

Properties
**Total energy**: -7198.065 eV
**HOMO-LUMO gap (spin up / spin down)**: 8.0 / 8.0 eV
**SMILES**: C=C=NCC#[NH+]
**Maximum force**: 0.1598 Eh/bohr
**Energy above the lowest of the compared OMol25 structures with the same formula, charge and spin**: 57.4 kcal per mole
**Spin multiplicity**: 1
**HOMO (spin up / spin down)**: -13.751 / -13.752 eV
**Net charge**: +1

Positions of all 11 atoms, in Å:
C: -1.653947 -0.160029 1.251398
C: -0.706837 -0.821414 0.644051
N: 0.241267 -1.227432 -0.001980
C: 1.391694 -0.590129 -0.601332
C: 1.074977 0.737648 -0.941204
N: 0.316421 1.673076 -0.931195
H: -2.562138 0.091395 0.775429
H: -1.382708 0.001456 2.297727
H: 1.587904 -1.305429 -1.533659
H: 2.135648 -0.697466 0.174353
H: -0.442279 2.298325 -1.133589

Forces on the atoms, in the same order (eV/Å):
1.3875 -0.6148 0.9654
0.8796 1.2675 -1.4607
-1.1146 -1.0951 0.8370
0.2469 -4.0557 -1.2449
-5.2198 6.3474 0.0591
4.2688 -5.0688 -0.2440
-0.8945 0.1458 -0.1241
-0.7574 0.2412 -0.1228
0.2728 2.0707 1.7158
0.9437 0.2973 -0.3301
-0.0129 0.4644 -0.0507

***

What is the maximum force in the first record?
0.0647 Eh/bohr